Entry 1:
11
Properties=species:S:1:pos:R:3 method="wB97M-V/def2-TZVPD" total_energy_ha=-231.0792 lumo_energy_ha="-0.0006 / -0.0006" e_homo_ev="-8.352 / -8.353"
O 0.380 0.111 -1.071
C -2.153 0.383 0.323
C 1.206 0.379 -0.096
C 2.209 -0.453 0.183
C -1.464 -0.325 -0.553
H -3.267 0.277 0.490
H 2.372 -1.364 -0.442
H 0.817 1.149 0.595
H -1.729 1.178 1.054
H -1.417 -1.077 -1.336
H 3.046 -0.259 0.852

=====

Entry 2:
31
Properties=species:S:1:pos:R:3 method="wB97M-V/def2-TZVPD" smiles="CO/C1=C/[C@H]2C=C[C@@](OC)(CCC1)N2Cl" total_energy_ha=-1093.9738 lumo_energy_ha=0.0292 e_homo_ev=-8.705
Cl 2.568 0.346 2.293
O 2.462 1.851 -0.363
O -3.172 -1.355 -0.058
N 1.133 0.661 1.322
C -1.478 -0.050 -1.235
C 3.799 1.357 -0.401
C -1.089 -0.964 1.056
C -1.338 1.392 -0.779
C 1.350 1.007 -0.121
C 1.095 -1.327 -0.008
C -3.719 -1.993 1.057
C 0.192 1.793 -0.717
C -1.909 -0.904 -0.032
C 1.616 -0.383 -0.774
C 0.420 -0.780 1.166
H 1.112 -2.291 -0.208
H -0.473 -0.514 -1.602
H -1.377 -1.379 1.931
H 4.426 2.324 -0.221
H -2.244 -0.051 -1.939
H 0.237 2.795 -0.288
H -3.944 -1.344 1.893
H 2.025 -0.522 -1.786
H -1.756 1.519 0.195
H 0.714 -1.365 2.006
H -4.597 -2.612 0.788
H -2.952 -2.826 1.246
H 4.101 0.554 0.248
H 0.479 1.995 -1.846
H -2.002 2.036 -1.393
H 4.323 1.031 -1.430

=====

Entry 3:
13
Properties=species:S:1:pos:R:3 method="wB97M-V/def2-TZVPD" smiles=CSCCS total_energy_ha=-915.4358 lumo_energy_ha=0.0308 e_homo_ev=-8.565
S -0.001 1.222 1.348
S -0.239 -1.321 -1.555
C 0.951 -0.035 -1.135
C 1.180 0.123 0.372
C -1.483 0.197 1.243
H 1.250 -0.844 0.779
H -2.285 0.699 1.827
H 0.900 0.965 -1.734
H 1.949 -0.442 -1.536
H -1.653 -0.079 0.226
H 2.137 0.632 0.652
H -1.105 -0.316 -1.528
H -1.240 -0.743 1.751

=====

Entry 4:
20
Properties=species:S:1:pos:R:3 method="wB97M-V/def2-TZVPD" smiles="CN=C(N)N.CC(=O)O" total_energy_ha=-473.7695 lumo_energy_ha=0.0298 e_homo_ev=-9.092
O -0.122 -0.405 3.066
O -1.324 -0.980 1.273
N 0.228 2.061 -2.473
N -1.114 0.188 -2.435
N 0.131 0.723 -0.540
C -0.011 -2.661 2.214
C -0.186 0.939 -1.743
C -0.472 -1.249 2.283
C 1.186 1.442 0.107
H -1.269 -0.055 1.121
H 0.937 2.574 -1.975
H 0.880 2.433 0.483
H 2.176 1.621 -0.333
H 0.395 1.930 -3.457
H 0.778 -3.007 2.874
H -0.821 -3.382 2.325
H -1.928 0.544 -2.890
H -1.116 -0.774 -2.142
H 0.282 -2.899 1.188
H 1.371 0.956 1.054

=====

Entry 5:
17
Properties=species:S:1:pos:R:3 method="wB97M-V/def2-TZVPD" total_energy_ha=-890.2940 lumo_energy_ha=-0.0256 e_homo_ev=-9.445
S -2.954 0.476 0.372
O -4.399 0.487 0.207
O -0.271 -1.646 0.318
N 1.938 1.112 0.560
N 1.027 0.192 0.486
C 1.340 2.170 -0.017
C -2.248 -0.733 -0.516
C -0.805 -0.706 -0.602
C 1.029 -1.233 0.664
C -0.027 0.519 -0.211
C 0.046 1.900 -0.543
H -0.575 2.458 -1.140
H 1.943 3.045 0.030
H 1.174 -1.535 1.749
H -0.471 -1.134 -1.493
H -2.602 -1.583 -1.097
H 1.893 -1.611 0.020

=====

Entry 6:
52
Properties=species:S:1:pos:R:3 method="wB97M-V/def2-TZVPD" multiplicity=2 total_energy_ha=-1224.6707 lumo_energy_ha="-0.1199 / -0.1460" e_homo_ev="-10.728 / -11.003" charge=+1
Ru -0.456 -0.276 -0.850
O -1.648 0.992 0.072
O -1.617 -1.625 -0.048
N 0.294 1.379 -1.792
N 0.687 -0.487 0.705
N 0.774 -1.697 -1.972
C 2.077 0.235 -3.069
C 1.623 -1.219 -3.106
C -1.153 -0.959 2.203
C 2.128 -0.347 0.499
C -1.434 3.770 2.339
C -1.873 2.619 1.738
C -1.192 2.091 0.622
C 1.613 -2.418 -0.975
C -2.843 -1.335 3.887
C -3.684 -1.853 2.888
C -3.276 -1.944 1.579
C -0.219 -2.660 -2.515
C -0.074 2.805 0.123
C 0.545 2.449 -1.105
C 2.672 -1.558 -0.293
C -0.315 4.478 1.857
C 0.189 -0.588 1.900
C -1.588 -0.908 3.544
C -2.004 -1.491 1.206
C 0.339 4.004 0.757
C 0.932 1.237 -3.104
H 3.203 -2.228 0.384
H -2.737 2.078 2.103
H 2.704 0.392 -3.950
H 2.708 0.437 -2.202
H 1.057 -1.382 -4.024
H 1.237 3.178 -1.531
H 2.111 -3.261 -1.466
H -0.917 -2.132 -3.164
H 0.278 -3.439 -3.102
H 0.877 -0.466 2.735
H -4.678 -2.192 3.154
H 0.005 5.390 2.340
H -3.178 -1.288 4.913
H 2.302 0.590 -0.028
H 2.636 -0.280 1.462
H 2.500 -1.871 -3.161
H -0.914 -0.517 4.298
H 1.183 4.545 0.344
H -1.965 4.148 3.203
H 0.169 0.893 -3.807
H -3.922 -2.345 0.810
H 3.416 -1.213 -1.011
H 1.266 2.214 -3.459
H -0.768 -3.116 -1.696
H 0.929 -2.830 -0.234

=====

Entry 7:
16
Properties=species:S:1:pos:R:3 method="wB97M-V/def2-TZVPD" smiles="CC(C)(O)C(=O)C=O" total_energy_ha=-420.9802 lumo_energy_ha=-0.0122 e_homo_ev=-9.796
O 0.310 0.719 2.440
O -0.519 0.403 -1.828
O 0.409 2.601 -0.523
C -0.098 0.356 -0.540
C 0.199 1.707 1.764
C -1.315 -0.201 0.345
C 0.201 1.635 0.113
C 1.102 -0.707 -0.398
H 1.914 -0.304 -1.001
H -1.987 -0.636 -0.412
H 0.802 -1.637 -0.778
H -0.509 1.319 -2.077
H -0.906 -0.854 1.108
H 0.316 2.839 2.138
H 1.357 -0.940 0.639
H -1.929 0.627 0.822

=====

Entry 8:
31
Properties=species:S:1:pos:R:3 method="wB97M-V/def2-TZVPD" total_energy_ha=-842.5811 lumo_energy_ha=-0.6554 e_homo_ev=-20.652 charge=+3
In -1.559 16.032 19.564
F -1.075 18.161 19.381
O -2.418 16.873 21.088
O -2.085 21.009 16.600
N -1.071 20.014 18.318
N 0.789 18.896 20.051
N -2.466 18.976 20.454
C -2.799 18.021 21.296
C -2.729 20.364 20.491
C -1.925 20.011 17.280
C -2.704 18.776 17.045
C -3.747 18.331 22.428
C -0.184 21.106 18.664
H -3.467 18.940 16.283
H -2.114 17.941 16.668
H -1.102 19.147 18.836
H -4.630 17.721 22.237
H -3.218 18.186 23.370
H -3.250 18.359 17.891
H -1.828 18.755 19.704
H -3.640 20.536 19.918
H -4.078 19.370 22.453
H 0.564 19.876 20.142
H 0.840 20.733 18.628
H 1.444 18.741 19.297
H 1.061 18.398 20.886
H -0.473 21.328 19.692
H -0.044 18.413 19.747
H -1.935 21.014 20.124
H -0.328 21.976 18.025
H -2.826 20.701 21.523